No. 1
Formula: C16H25FO12S
Source: the Open Molecules 2025 dataset
Level of theory: wB97M-V/def2-TZVPD

CARTESIAN COORDINATES (ANGSTROEM)
C (1.539, 1.091, 5.348)
C (0.324, 1.942, 5.070)
C (-0.963, 1.166, 4.939)
O (-1.729, 1.993, 4.053)
C (-0.846, 2.688, 3.288)
O (-1.137, 3.308, 2.320)
O (0.413, 2.568, 3.780)
H (1.762, 0.448, 4.495)
H (2.415, 1.719, 5.513)
H (1.387, 0.473, 6.234)
H (0.232, 2.732, 5.821)
H (-1.480, 1.037, 5.887)
H (-0.824, 0.189, 4.469)
C (3.867, 3.525, 0.817)
C (3.515, 2.620, -0.339)
C (4.225, 2.947, -1.631)
O (3.288, 2.491, -2.617)
C (2.054, 2.560, -2.061)
O (1.032, 2.440, -2.652)
O (2.139, 2.780, -0.725)
H (3.516, 4.541, 0.632)
H (3.381, 3.180, 1.730)
H (4.944, 3.541, 0.983)
H (3.666, 1.574, -0.060)
H (5.175, 2.428, -1.736)
H (4.383, 4.019, -1.772)
C (-3.208, -4.063, -2.525)
C (-2.489, -3.803, -3.824)
C (-2.612, -4.921, -4.830)
O (-1.401, -4.793, -5.581)
C (-0.475, -4.225, -4.762)
O (0.683, -4.160, -5.001)
O (-1.063, -3.745, -3.631)
H (-2.745, -4.892, -1.988)
H (-3.154, -3.192, -1.877)
H (-4.259, -4.293, -2.702)
H (-2.808, -2.849, -4.253)
H (-3.479, -4.814, -5.479)
H (-2.632, -5.911, -4.366)
O (1.745, -0.616, 1.160)
C (0.927, -0.318, 0.412)
O (0.940, -0.775, -0.884)
S (0.717, -2.450, -0.991)
O (-0.015, 0.514, 0.781)
C (-0.859, 1.037, -0.261)
C (-2.065, 0.156, -0.557)
C (-2.668, -0.448, 0.680)
F (-3.430, -1.537, 0.290)
H (-0.607, -2.593, -0.733)
H (-1.225, 2.005, 0.031)
H (-0.312, 1.200, -1.179)
H (-1.726, -0.666, -1.175)
H (-2.783, 0.736, -1.110)
H (-1.924, -0.797, 1.380)
H (-3.351, 0.214, 1.192)

Properties
* E_tot: -2025.6225 Ha
* E_LUMO: 0.0192 Eh
* SMILES: C[C@@H]1COC(=O)O1.C[C@@H]1COC(=O)O1.C[C@@H]1COC(=O)O1.O=C(OS)OCCCF
* E_HOMO: -9.470 eV
* Kohn-Sham gap: 9.99 eV

No. 2
Formula: C16H25FeN6O2P
Source: the Open Molecules 2025 dataset
Level of theory: wB97M-V/def2-TZVPD

CARTESIAN COORDINATES (ANGSTROEM)
Fe (0.394, -0.275, -0.167)
C (-3.798, 2.840, -1.386)
N (-2.828, 2.140, -0.526)
C (-2.838, 2.176, 0.846)
C (-1.795, 1.415, 1.271)
N (-1.152, 0.915, 0.162)
C (-1.806, 1.376, -0.928)
P (-1.399, 1.016, -2.697)
C (-1.257, -0.794, -2.520)
N (-0.546, -1.405, -1.562)
C (-0.707, -2.758, -1.736)
C (-1.513, -2.955, -2.813)
N (-1.852, -1.716, -3.290)
C (-2.693, -1.494, -4.476)
C (0.393, 1.348, -2.587)
N (1.208, 0.841, -1.650)
C (2.470, 1.321, -1.904)
C (2.409, 2.115, -3.007)
N (1.102, 2.126, -3.419)
C (0.621, 2.847, -4.607)
H (-4.486, 3.384, -0.746)
H (-4.358, 2.119, -1.977)
H (-3.280, 3.546, -2.031)
H (-3.577, 2.736, 1.394)
H (-1.477, 1.204, 2.277)
H (-0.246, -3.486, -1.092)
H (-1.870, -3.860, -3.276)
H (-3.515, -2.204, -4.456)
H (-2.100, -1.642, -5.375)
H (-3.094, -0.485, -4.456)
H (3.326, 1.059, -1.307)
H (3.175, 2.664, -3.528)
H (1.129, 3.806, -4.658)
H (-0.449, 3.014, -4.527)
H (0.842, 2.266, -5.500)
C (2.372, 1.483, 1.568)
O (2.006, 0.183, 1.018)
C (2.734, -0.935, 1.593)
C (2.164, -2.154, 0.910)
O (0.717, -2.029, 0.881)
C (0.057, -2.355, 2.144)
H (3.412, 1.692, 1.326)
H (2.227, 1.465, 2.647)
H (1.721, 2.221, 1.107)
H (2.573, -0.933, 2.671)
H (3.799, -0.823, 1.388)
H (2.451, -3.084, 1.400)
H (2.472, -2.204, -0.138)
H (0.355, -3.361, 2.432)
H (-1.012, -2.330, 1.950)
H (0.327, -1.637, 2.916)

Properties
* E_tot: -2707.8236 Ha
* E_LUMO (spin up / spin down): -0.3249 / -0.4286 Eh
* multiplicity: 6
* net charge: +3
* E_HOMO (spin up / spin down): -18.333 / -18.304 eV
* Kohn-Sham gap (spin up / spin down): 9.49 / 6.64 eV

No. 3
Formula: C16H25N5O5S
Source: the Open Molecules 2025 dataset
Level of theory: wB97M-V/def2-TZVPD

CARTESIAN COORDINATES (ANGSTROEM)
C (-4.251, -2.606, 0.871)
H (-4.123, -3.562, 1.315)
H (-5.172, -2.213, 0.596)
H (-3.712, -1.866, 1.304)
S (-3.534, -2.993, -1.009)
C (-1.915, -3.398, -0.327)
C (-0.871, -2.538, -0.802)
H (0.163, -2.890, -0.974)
H (-1.018, -2.251, -2.131)
C (-0.664, -1.069, -0.316)
N (-1.851, 0.027, -0.685)
C (-2.699, 0.531, 0.104)
O (-2.591, -0.043, 1.268)
O (-3.330, 1.440, -0.368)
C (-4.372, 2.072, 0.196)
C (-5.471, 1.099, 1.031)
H (-6.188, 1.536, 1.383)
H (-5.822, 0.428, 0.203)
H (-4.850, 0.626, 1.621)
C (-5.027, 3.035, -0.619)
H (-5.816, 3.600, -0.378)
H (-5.556, 2.475, -1.367)
H (-4.247, 3.744, -1.124)
C (-3.775, 2.980, 1.597)
H (-2.958, 3.754, 0.753)
H (-4.384, 3.560, 1.904)
H (-3.232, 2.100, 2.159)
H (-1.707, 0.385, -1.663)
C (0.537, -0.396, -0.614)
O (0.727, 0.399, -1.556)
N (1.701, -0.679, -0.050)
N (2.895, -0.367, -0.403)
C (3.939, -0.710, 0.445)
C (5.239, -0.445, 0.174)
C (5.599, 0.518, -0.763)
N (6.985, 1.131, -0.858)
C (8.004, 0.444, -0.290)
O (9.119, 0.800, -0.014)
N (7.551, -0.416, 0.848)
C (6.156, -0.775, 1.171)
O (6.143, -1.784, 2.116)
H (8.155, -0.775, 1.664)
H (7.117, 1.553, -1.576)
C (4.624, 1.083, -1.673)
H (3.787, 1.795, -1.211)
H (4.314, 0.399, -2.295)
H (5.254, 1.815, -2.322)
H (3.918, -1.606, 1.287)
H (1.584, -1.351, 0.673)
H (-0.888, -1.051, 0.835)
H (-1.795, -3.257, 0.661)
H (-1.695, -4.287, -0.791)

Properties
* E_tot: -1672.3187 Ha
* E_LUMO: -0.0386 Eh
* E_HOMO: -8.514 eV
* Kohn-Sham gap: 7.46 eV

No. 4
Formula: C16H25NO2
Source: the Open Molecules 2025 dataset
Level of theory: wB97M-V/def2-TZVPD

CARTESIAN COORDINATES (ANGSTROEM)
C (6.721, 0.064, 0.223)
C (5.515, -0.485, 0.978)
C (4.345, -0.853, 0.065)
C (3.699, 0.359, -0.602)
C (2.458, -0.006, -1.418)
C (1.237, -0.288, -0.543)
N (0.908, 0.892, 0.238)
C (-0.084, 0.699, 1.264)
C (-1.518, 0.421, 0.754)
O (-1.787, 1.261, -0.330)
C (-3.130, 1.688, -0.443)
C (-4.194, 0.647, -0.189)
C (-5.473, 1.085, 0.136)
C (-6.496, 0.185, 0.364)
C (-6.245, -1.175, 0.285)
C (-4.974, -1.619, -0.025)
C (-3.942, -0.722, -0.275)
C (-2.563, -1.228, -0.607)
O (-1.606, -0.942, 0.399)
H (7.550, 0.232, 0.906)
H (7.044, -0.642, -0.541)
H (6.483, 1.008, -0.259)
H (5.823, -1.378, 1.528)
H (5.179, 0.254, 1.709)
H (3.594, -1.372, 0.663)
H (4.694, -1.548, -0.704)
H (3.404, 1.081, 0.160)
H (4.425, 0.835, -1.264)
H (2.664, -0.883, -2.035)
H (2.216, 0.824, -2.087)
H (0.406, -0.620, -1.184)
H (1.452, -1.097, 0.159)
H (0.595, 1.631, -0.386)
H (0.209, -0.145, 1.892)
H (-0.116, 1.607, 1.873)
H (-2.238, 0.623, 1.573)
H (-3.219, 2.066, -1.469)
H (-3.295, 2.533, 0.245)
H (-5.663, 2.147, 0.205)
H (-7.484, 0.543, 0.609)
H (-7.036, -1.885, 0.469)
H (-4.771, -2.679, -0.081)
H (-2.233, -0.800, -1.567)
H (-2.558, -2.317, -0.687)

Properties
* E_tot: -829.8855 Ha
* E_LUMO: 0.0313 Eh
* SMILES: CCCCCCNCC1OCc2ccccc2CO1
* E_HOMO: -8.472 eV
* Kohn-Sham gap: 9.32 eV

No. 5
Formula: C16H25NO2
Source: the Open Molecules 2025 dataset
Level of theory: wB97M-V/def2-TZVPD

CARTESIAN COORDINATES (ANGSTROEM)
C (-4.676, -2.833, -0.960)
O (-3.377, -2.305, -1.036)
C (-2.325, -3.144, -0.812)
C (-2.428, -4.490, -0.515)
C (-1.287, -5.256, -0.305)
C (-0.042, -4.677, -0.393)
C (0.079, -3.325, -0.691)
C (-1.046, -2.546, -0.903)
O (-1.041, -1.221, -1.202)
C (0.200, -0.554, -1.308)
C (-0.097, 0.908, -1.627)
C (1.152, 1.698, -2.009)
C (2.180, 1.772, -0.874)
N (1.575, 2.137, 0.392)
C (2.384, 1.754, 1.533)
C (1.595, 1.955, 2.823)
C (1.184, 3.416, 2.961)
C (0.409, 3.827, 1.715)
C (1.240, 3.547, 0.466)
H (-4.838, -3.620, -1.705)
H (-4.895, -3.229, 0.037)
H (-5.345, -1.999, -1.169)
H (-3.395, -4.962, -0.442)
H (-1.389, -6.306, -0.074)
H (0.848, -5.265, -0.232)
H (1.063, -2.889, -0.757)
H (0.802, -1.003, -2.112)
H (0.752, -0.630, -0.363)
H (-0.561, 1.366, -0.755)
H (-0.812, 0.934, -2.451)
H (1.634, 1.239, -2.876)
H (0.849, 2.705, -2.301)
H (2.636, 0.786, -0.753)
H (2.986, 2.473, -1.162)
H (2.652, 0.699, 1.430)
H (3.322, 2.339, 1.580)
H (0.702, 1.329, 2.788)
H (2.203, 1.643, 3.675)
H (0.573, 3.557, 3.854)
H (2.076, 4.040, 3.060)
H (-0.515, 3.250, 1.657)
H (0.153, 4.887, 1.752)
H (0.665, 3.818, -0.420)
H (2.155, 4.173, 0.485)

Properties
* E_tot: -829.8805 Ha
* E_LUMO: 0.0341 Eh
* SMILES: COc1ccccc1OCCCCN1CCCCC1
* E_HOMO: -7.924 eV
* Kohn-Sham gap: 8.85 eV

No. 6
Formula: C16H26AlFN
Source: the Open Molecules 2025 dataset
Level of theory: wB97M-V/def2-TZVPD

CARTESIAN COORDINATES (ANGSTROEM)
C (3.145, -1.781, -0.992)
C (2.851, -1.957, 0.466)
Al (0.906, -1.556, 1.115)
C (-0.235, -1.312, -0.616)
C (-1.621, -0.455, -0.315)
C (-2.988, -1.215, -0.856)
C (-4.246, -0.171, -0.506)
N (-5.019, -0.570, 0.735)
C (1.031, 0.225, 2.158)
C (1.338, 1.393, 1.001)
C (2.887, 1.615, 0.415)
C (3.218, 2.740, -0.778)
C (2.012, 3.680, -1.441)
C (2.284, 4.782, -2.662)
C (0.464, 3.485, -0.845)
C (0.182, 2.357, 0.336)
C (0.336, -3.166, 2.252)
C (-0.982, -3.851, 1.496)
F (0.106, -2.875, 3.687)
H (3.682, -2.687, -1.528)
H (2.861, -0.833, -1.622)
H (3.658, -2.328, 1.236)
H (-0.436, -2.336, -1.166)
H (0.428, -0.623, -1.325)
H (-1.558, 0.563, -0.917)
H (-1.762, -0.266, 0.854)
H (-3.181, -2.253, -0.338)
H (-3.008, -1.337, -2.034)
H (-3.748, 0.886, -0.265)
H (-4.958, -0.002, -1.430)
H (-6.030, -0.390, 0.507)
H (-4.791, 0.124, 1.490)
H (0.013, 0.555, 2.662)
H (1.908, 0.250, 2.953)
H (3.720, 0.926, 0.877)
H (4.339, 2.859, -1.151)
H (3.130, 4.354, -3.387)
H (2.714, 5.770, -2.204)
H (1.314, 4.946, -3.327)
H (-0.440, 4.124, -1.292)
H (-0.931, 2.212, 0.736)
H (1.187, -3.999, 2.183)
H (-0.652, -3.964, 0.359)
H (-1.829, -3.038, 1.505)
H (-1.300, -4.880, 1.972)

Properties
* E_tot: -1021.8377 Ha
* E_LUMO: 0.1111 Eh
* net charge: -1
* E_HOMO: -4.125 eV
* Kohn-Sham gap: 7.15 eV